#1
# C2H3NO2S

A single C2H3NO2S molecule (ωB97M-V/def2-TZVPD, the OMol25 dataset).

The geometry in XYZ format:
```
9
Properties=species:S:1:pos:R:3:mulliken_charge:R:1
O 2.59 0.33 0.05 -0.509
C 1.52 -0.09 -0.34 0.156
N 0.59 -0.76 0.47 -0.244
S -0.95 -1.16 -0.05 -0.037
C -1.75 0.49 -0.04 0.136
O -1.14 1.48 0.19 -0.385
H 1.19 0.03 -1.38 0.319
H 0.76 -0.67 1.48 0.284
H -2.80 0.34 -0.38 0.279
```

Properties
- gap between HOMO and LUMO (eV) = 10.58
- HOMO level (eV) = -10.07



#2
# C2H3NO2S

A single C2H3NO2S molecule (ωB97M-V/def2-TZVPD, the OMol25 dataset).

The geometry in XYZ format:
```
9
Properties=species:S:1:pos:R:3:mulliken_charge:R:1
C -2.36 -0.48 -0.03 0.516
C 0.62 0.62 0.04 -0.191
N -0.96 -0.99 -0.11 -0.282
O -3.33 -1.23 -0.02 -0.513
O 0.13 -0.47 0.61 -0.123
S -2.43 1.24 0.03 -0.307
H 1.44 1.09 0.57 0.257
H 0.39 0.93 -0.93 0.381
H -0.76 -1.94 -0.01 0.263
```

Properties
- gap between HOMO and LUMO (alpha / beta) (eV) = 7.75 / 5.80
- HOMO level (alpha / beta) (eV) = -9.11 / -8.30



#3
# C2H3NO2S

A single C2H3NO2S molecule (ωB97M-V/def2-TZVPD, the OMol25 dataset).

The geometry in XYZ format:
```
9
Properties=species:S:1:pos:R:3:mulliken_charge:R:1
O -2.62 0.14 -0.25 -0.472
C -1.45 0.09 -0.31 0.317
N -0.40 0.83 -0.05 -0.094
C 0.67 -0.09 -0.29 -0.031
O 1.14 -0.53 1.29 -0.539
S -0.46 -1.42 -0.89 -0.162
H -0.39 1.76 0.40 0.233
H 1.54 0.08 -0.82 0.453
H 1.97 -0.86 0.92 0.295
```

Properties
- gap between HOMO and LUMO (eV) = 9.93
- HOMO level (eV) = -9.66



#4
# C2H3NO2S

A single C2H3NO2S molecule (ωB97M-V/def2-TZVPD, the OMol25 dataset).

The geometry in XYZ format:
```
9
Properties=species:S:1:pos:R:3:mulliken_charge:R:1
O -1.77 1.25 -0.63 -0.487
C -1.11 0.53 -1.33 0.264
O -0.06 -0.24 -0.86 -0.170
N 0.11 -0.11 0.49 -0.037
C 1.19 -0.65 1.02 -0.136
S 1.63 -0.51 2.60 -0.322
H -1.16 0.40 -2.43 0.323
H -0.56 0.58 0.86 0.237
H 1.72 -1.23 0.28 0.328
```

Properties
- gap between HOMO and LUMO (eV) = 9.10
- HOMO level (eV) = -8.74



Relative calculated energies, zero for the most stable structure, unit eV: #1 0.000; #2 4.176; #3 1.081; #4 1.487.



#1
# C4H15N2O

2 unconnected molecules or ions with the total composition C4H15N2O (ωB97M-V/def2-TZVPD, the OMol25 dataset).

The geometry in XYZ format:
```
22
Properties=species:S:1:pos:R:3:mulliken_charge:R:1
N -1.07 1.47 -0.07 -0.173
C -0.77 1.29 1.39 -0.625
C -0.88 -0.21 1.71 -0.663
N -0.34 -0.98 0.60 -0.411
C 1.08 -0.87 0.35 -0.284
C 1.43 -1.83 -0.79 -1.387
H -0.69 2.38 -0.34 0.350
H -2.06 1.44 -0.33 0.358
H -0.65 0.70 -0.62 0.237
H 0.18 1.77 1.61 0.333
H -1.52 1.84 1.96 0.392
H -1.93 -0.43 1.87 0.435
H -0.36 -0.40 2.66 0.374
H -0.58 -1.95 0.77 0.289
H 1.70 -1.05 1.24 0.413
H 1.33 0.15 0.03 0.244
H 1.23 -2.81 -0.34 0.395
H 0.72 -1.69 -1.58 0.353
H 2.44 -1.77 -1.14 0.372
H 0.13 1.44 -3.20 0.301
H 1.37 0.91 -2.54 0.332
O 0.41 0.78 -2.53 -0.633
```

Properties
- total charge = +1
- gap between HOMO and LUMO (eV) = 10.07
- HOMO level (eV) = -13.32



#2
# C4H15N2O

2 unconnected molecules or ions with the total composition C4H15N2O (ωB97M-V/def2-TZVPD, the OMol25 dataset).

The geometry in XYZ format:
```
22
Properties=species:S:1:pos:R:3:mulliken_charge:R:1
C 0.05 -2.08 -1.00 -0.501
N 0.62 -1.87 -2.36 -0.574
C -0.53 -0.70 -0.61 -0.613
N 0.31 0.46 -1.15 -0.152
C 1.28 1.02 -0.17 -0.389
C 0.62 1.58 1.23 -1.009
H -0.55 -2.98 -0.89 0.426
H 0.97 -2.26 -0.41 0.286
H 0.07 -2.34 -3.03 0.202
H 1.61 -2.11 -2.17 0.262
H -1.62 -0.40 -1.02 0.352
H -1.04 -0.50 0.44 0.286
H 0.97 0.00 -1.89 0.466
H -0.20 1.29 -1.54 0.379
H 2.02 1.82 -0.67 0.410
H 1.79 0.15 0.29 0.221
H -0.43 1.68 1.09 0.279
H 0.89 0.97 2.16 0.314
H 1.03 2.62 1.26 0.350
H -2.91 0.95 4.13 0.310
H -2.74 1.50 2.75 0.312
O -2.21 1.20 3.55 -0.616
```

Properties
- total charge = +1
- gap between HOMO and LUMO (eV) = 11.31
- HOMO level (eV) = -14.32



Relative calculated energies, zero for the most stable structure, unit eV: #1 0.000; #2 2.301.



#1
# C4H15N2O

2 unconnected molecules or ions with the total composition C4H15N2O (ωB97M-V/def2-TZVPD, the OMol25 dataset).

The geometry in XYZ format:
```
22
Properties=species:S:1:pos:R:3:mulliken_charge:R:1
N -0.45 -1.83 0.66 -0.170
C 0.75 -1.02 0.91 -0.341
C 0.29 0.47 0.89 -0.639
N -0.89 0.59 0.05 -0.207
C -0.62 0.94 -1.35 -0.908
C -1.97 1.36 0.66 -1.197
H -0.87 -2.17 1.53 0.353
H -0.25 -2.64 0.07 0.358
H -1.09 -1.16 0.16 0.324
H 1.49 -1.09 0.12 0.121
H 1.22 -1.28 1.85 0.350
H 1.13 1.04 0.52 0.399
H 0.05 0.76 1.92 0.431
H -1.27 0.33 -2.01 0.303
H 0.44 0.84 -1.57 0.304
H -0.92 1.96 -1.57 0.357
H -1.64 2.35 0.97 0.379
H -2.35 0.85 1.55 0.379
H -2.78 1.45 -0.04 0.410
H 3.69 -1.23 -1.69 0.288
H 3.16 0.17 -1.97 0.321
O 2.89 -0.70 -1.65 -0.619
```

Properties
- total charge = +1
- gap between HOMO and LUMO (eV) = 9.95
- HOMO level (eV) = -13.04



#2
# C4H15N2O

2 unconnected molecules or ions with the total composition C4H15N2O (ωB97M-V/def2-TZVPD, the OMol25 dataset).

The geometry in XYZ format:
```
22
Properties=species:S:1:pos:R:3:mulliken_charge:R:1
N -1.10 0.81 0.23 -0.568
C -0.56 1.24 -1.06 -0.359
C 0.91 0.76 -1.23 -0.759
N 1.24 -0.28 -0.19 0.202
C 1.61 -1.62 -0.72 -0.967
C 2.12 0.20 0.88 -0.989
H -1.31 1.50 0.94 0.190
H -1.89 0.17 0.19 0.193
H 0.25 -0.43 0.14 0.362
H -1.15 0.84 -1.88 0.323
H -0.69 2.32 -1.04 0.372
H 1.13 0.38 -2.24 0.377
H 1.64 1.54 -1.08 0.335
H 1.00 -1.93 -1.56 0.366
H 2.61 -1.56 -1.16 0.399
H 1.72 -2.29 0.13 0.389
H 3.14 0.30 0.52 0.393
H 1.79 1.16 1.28 0.360
H 2.01 -0.44 1.75 0.389
H -4.28 -1.01 2.16 0.318
H -2.96 -1.25 2.17 0.300
O -3.57 -0.81 1.55 -0.626
```

Properties
- total charge = +1
- gap between HOMO and LUMO (eV) = 11.21
- HOMO level (eV) = -13.94



Relative calculated energies, zero for the most stable structure, unit eV: #1 0.000; #2 0.274.



#1
# C4H15N2O

2 unconnected molecules or ions with the total composition C4H15N2O (ωB97M-V/def2-TZVPD, the OMol25 dataset).

The geometry in XYZ format:
```
22
Properties=species:S:1:pos:R:3:mulliken_charge:R:1
C -0.61 -1.41 1.38 -1.229
N 0.72 -1.86 1.66 -0.421
C -0.87 0.05 1.08 0.722
N -0.18 0.60 -0.20 -0.075
C 1.10 1.26 0.13 -0.930
C -2.32 0.45 1.14 -1.317
H -1.27 -1.92 2.08 0.492
H -1.01 -2.07 0.54 0.390
H 0.93 -2.01 2.64 0.228
H 1.47 -1.45 1.11 0.156
H -0.39 0.49 1.97 0.058
H -0.86 1.21 -0.66 0.420
H -0.16 -0.25 -0.76 0.403
H 1.18 2.17 -0.48 0.393
H 1.95 0.63 0.01 0.317
H 1.17 1.87 1.05 0.367
H -2.73 1.01 0.28 0.370
H -2.64 1.06 1.99 0.306
H -3.01 -0.40 1.17 0.344
H 2.49 0.78 -4.81 0.326
H 1.07 0.59 -4.89 0.321
O 1.74 0.61 -4.22 -0.640
```

Properties
- total charge = +1
- gap between HOMO and LUMO (eV) = 9.98
- HOMO level (eV) = -13.03



#2
# C4H15N2O

3 unconnected molecules or ions with the total composition C4H15N2O (ωB97M-V/def2-TZVPD, the OMol25 dataset).

The geometry in XYZ format:
```
22
Properties=species:S:1:pos:R:3:mulliken_charge:R:1
C 2.17 -1.47 -0.07 -1.275
C 2.06 0.05 -0.36 0.338
C 0.93 0.68 0.62 -0.828
C -0.34 0.07 0.33 -0.436
N -4.19 0.64 0.72 -0.644
N 3.32 0.82 -0.22 -0.621
H 1.22 -1.95 0.12 0.372
H 2.74 -1.97 -0.88 0.347
H 2.78 -1.52 0.84 0.424
H 1.60 0.15 -1.34 0.278
H 1.30 0.28 1.61 0.333
H 0.98 1.76 0.70 0.459
H -1.24 0.71 0.41 0.633
H -0.37 -0.93 0.78 0.380
H -4.90 1.20 1.17 0.231
H -4.21 0.93 -0.25 0.226
H -4.48 -0.31 0.84 0.233
H 3.17 1.76 -0.55 0.228
H 4.18 0.45 -0.66 0.278
H -2.20 0.09 -1.79 0.356
H -2.01 -0.69 -0.60 0.246
O -2.53 -0.74 -1.41 -0.559
```

Properties
- total charge = +1
- gap between HOMO and LUMO (eV) = 5.28
- HOMO level (eV) = -13.37



Relative calculated energies, zero for the most stable structure, unit eV: #1 0.000; #2 3.105.



#1
# C4H15N2O

2 unconnected molecules or ions with the total composition C4H15N2O (ωB97M-V/def2-TZVPD, the OMol25 dataset).

The geometry in XYZ format:
```
22
Properties=species:S:1:pos:R:3:mulliken_charge:R:1
C -1.85 -0.57 -0.04 -0.549
N -2.09 0.11 1.22 -0.554
C -0.45 -1.14 -0.05 -0.732
N 0.57 -0.04 0.06 -0.099
C 0.77 0.81 -1.16 -0.446
C 1.52 0.06 -2.24 -1.104
H -2.52 -1.42 -0.24 0.359
H -1.96 0.08 -0.91 0.380
H -2.11 -0.60 1.96 0.223
H -3.05 0.43 1.24 0.270
H -0.23 -1.84 0.76 0.421
H -0.22 -1.69 -0.96 0.295
H 0.35 0.62 0.83 0.458
H 1.49 -0.43 0.26 0.378
H 1.39 1.61 -0.79 0.383
H -0.20 1.14 -1.50 0.311
H 1.56 0.64 -3.15 0.360
H 2.45 -0.36 -1.83 0.333
H 1.01 -0.87 -2.49 0.338
H 0.89 1.82 3.24 0.305
H 1.54 0.48 3.17 0.298
O 1.15 1.15 2.59 -0.629
```

Properties
- total charge = +1
- gap between HOMO and LUMO (eV) = 10.92
- HOMO level (eV) = -13.76



#2
# C4H15N2O

2 unconnected molecules or ions with the total composition C4H15N2O (ωB97M-V/def2-TZVPD, the OMol25 dataset).

The geometry in XYZ format:
```
22
Properties=species:S:1:pos:R:3:mulliken_charge:R:1
N 0.68 -0.83 0.43 -0.363
C -0.81 -0.56 -0.02 0.366
C -0.79 -0.21 -1.47 -1.431
C -1.29 0.43 1.07 -0.864
N -0.35 1.38 1.56 -0.328
C 0.22 2.40 0.67 -0.971
H 1.25 -0.47 -0.34 0.293
H 0.93 -0.23 1.25 0.343
H 0.96 -1.79 0.59 0.345
H -1.29 -1.50 0.21 0.427
H -1.50 0.60 -1.59 0.353
H -1.07 -0.99 -2.19 0.279
H 0.15 0.19 -1.84 0.474
H -2.30 0.83 0.80 0.372
H -1.58 -0.19 1.93 0.485
H -0.61 1.82 2.43 0.274
H -0.15 2.55 -0.34 0.271
H 0.07 3.42 1.05 0.362
H 1.31 2.29 0.68 0.298
H 2.09 -3.78 -1.92 0.327
H 2.16 -2.28 -1.70 0.302
O 1.94 -3.09 -1.26 -0.617
```

Properties
- total charge = +1
- gap between HOMO and LUMO (eV) = 10.17
- HOMO level (eV) = -13.23



Relative calculated energies, zero for the most stable structure, unit eV: #1 0.000; #2 0.896.